1.
Formula: C15H26Cl2O2SiTi
Source: OMol25
Level of theory: ωB97M-V/def2-TZVPD

The value obtained for the energy relative to the best compared isomer or geometry (same formula, charge and spin) is 371.6 kJ/mol. As for the total charge: -2. The LUMO energy (spin up / spin down) comes out at 4.262 / 4.263 eV. Its spin multiplicity is 1. The value obtained for the HOMO energy (spin up / spin down) is 0.775 / 1.175 eV. The value obtained for the orbital gap (spin up / spin down) is 3.49 / 3.09 eV.

```
47
Properties=species:S:1:pos:R:3:forces:R:3:nbo_charge:R:1
C -0.788323 0.745264 -3.326125 -1.16 -1.41 0.56 -0.159
C -1.625835 -0.425825 -3.168183 1.30 1.35 -0.23 -0.035
C -0.832085 -1.534408 -2.785839 1.62 1.08 -1.36 -0.136
C -3.072012 -0.457788 -3.419791 -0.56 -0.07 0.81 -0.639
C 0.518313 -1.071891 -2.848400 -1.38 0.44 1.01 -0.110
C 0.535008 0.353794 -3.105165 -0.38 -1.29 0.23 -0.055
C 1.764239 1.134125 -3.270728 0.42 0.78 -1.72 -0.672
C -1.308743 2.140553 -3.381189 -0.26 0.42 -0.47 -0.623
C -1.357297 -2.893502 -2.469668 -0.14 0.04 1.03 -0.627
C 1.718751 -1.889299 -2.621883 0.99 -1.04 -0.42 -0.614
Ti 0.807878 1.215364 0.326096 1.85 -0.69 -4.28 1.370
Cl -0.991879 -0.066751 0.018327 -0.42 0.23 0.18 -0.374
Cl 0.105579 3.250021 -0.468856 -1.16 0.83 1.00 -0.501
O 1.977268 -0.105191 -0.260767 1.53 0.08 2.52 -0.920
H -3.479420 0.513805 -3.140498 -0.41 0.15 -0.17 0.193
H -3.515182 -1.196195 -2.736002 -0.30 0.00 -0.23 0.184
H -3.388340 -0.699034 -4.447509 0.07 0.02 0.03 0.164
H -2.146259 -2.768949 -1.704703 -0.11 -0.14 -0.27 0.191
H -0.605875 -3.485981 -1.923168 -0.02 -0.06 -0.51 0.199
H -1.804595 -3.475626 -3.296867 0.31 0.11 0.10 0.168
H 1.611969 -2.754617 -1.944440 -0.37 0.30 0.02 0.181
H 2.597046 -1.344776 -2.239373 -0.43 -0.01 -0.30 0.217
H 1.972082 -2.348472 -3.599057 0.49 -0.02 0.18 0.160
H 2.598479 0.612900 -2.827887 0.22 -0.20 0.07 0.206
H 1.887668 2.179922 -2.764453 -1.00 -1.87 -1.56 0.302
H 2.020700 1.211995 -4.328758 -0.01 0.03 -0.70 0.149
H -2.185485 2.251246 -2.706138 0.44 0.13 -0.26 0.188
H -1.643299 2.419970 -4.400380 -0.07 0.07 0.17 0.158
H -0.545145 2.881732 -3.088567 -0.30 -0.39 -0.03 0.223
H 2.903813 -0.004894 0.148417 -1.98 0.04 -1.19 0.466
O 2.371886 2.126213 -1.346548 1.12 2.56 4.75 -1.109
H 2.414379 3.117279 -1.186958 -0.12 -1.61 -0.04 0.428
C -1.622088 0.803252 5.371456 -0.13 0.11 0.79 -1.096
Si 0.066311 0.007266 5.146660 0.63 0.52 -2.88 1.590
C 1.650994 0.830708 5.746517 0.17 0.18 1.14 -1.089
C 0.021060 -1.821380 5.526708 -0.06 0.11 0.44 -1.107
C 0.462415 0.310972 3.385748 0.08 0.55 -0.65 -0.574
C 0.770296 0.920859 2.360105 -0.23 -0.68 1.32 -0.401
H -1.775926 0.778465 6.462280 -0.53 0.21 -0.13 0.202
H -2.429708 0.228909 4.874984 0.59 0.11 0.27 0.250
H -1.704910 1.846533 5.011735 0.33 -0.55 0.20 0.254
H 1.694927 0.800126 6.843437 0.37 0.20 0.06 0.194
H 2.527155 0.288348 5.345700 -0.57 -0.03 0.15 0.248
H 1.785242 1.872126 5.400272 -0.44 -0.49 0.16 0.252
H -0.886106 -2.282234 5.102402 0.33 0.15 0.26 0.244
H 0.906422 -2.326409 5.108293 -0.30 0.22 0.24 0.249
H 0.018617 -1.888534 6.628755 -0.05 -0.48 -0.30 0.210
```
Positions in Å, forces in eV/Å.


2.
Formula: C15H26ClN6O6S2
Source: OMol25
Level of theory: ωB97M-V/def2-TZVPD

As for the total charge: +1. The LUMO energy comes out at -4.493 eV. Its spin multiplicity is 1. The value obtained for the HOMO energy is -12.496 eV. As for the SMILES: CCCCc1nc(N(CCCCS(=O)(=O)Cl)S(C)(=O)=O)n(CCC(N)=O)[n+]1N=C=O. The value obtained for the orbital gap is 8.00 eV.

```
56
Properties=species:S:1:pos:R:3:forces:R:3:nbo_charge:R:1
C 1.992958 2.160934 -5.373332 0.08 -0.07 0.08 -0.622
C 2.463977 0.735098 -4.719751 -0.66 1.12 -0.53 -0.421
C 1.338020 0.244346 -3.675866 0.18 -0.41 0.45 -0.396
C 1.841946 -1.006823 -2.738406 -0.68 0.87 0.15 -0.482
C 0.817361 -1.080670 -1.507447 -4.72 0.09 5.71 0.493
N 0.193321 -0.028588 -0.709472 -0.41 -2.53 0.37 -0.505
C -0.685538 -0.595300 0.351953 3.18 -3.49 -3.88 0.618
N -1.434245 0.065095 1.258921 0.03 1.95 -0.65 -0.674
C -1.362317 1.583923 1.095504 1.10 2.29 -0.67 -0.248
C 0.073351 2.165596 1.643510 -0.42 0.69 -0.35 -0.431
C -0.094136 3.267763 2.810977 0.74 0.06 -0.21 -0.428
C 1.277708 3.316265 3.701083 -1.46 -0.20 0.47 -0.600
S 2.614594 4.310128 2.812324 -0.26 0.97 -5.20 1.916
O 2.035577 5.568107 2.175913 1.40 -3.77 2.74 -0.857
O 3.270774 3.391778 1.794972 -1.60 2.15 3.60 -0.874
Cl 4.011159 4.957600 4.253581 -1.06 -0.72 -0.78 -0.165
S -2.411437 -0.545437 2.531285 -7.31 -0.28 4.32 2.084
C -1.265383 -1.265899 3.853147 1.46 -1.27 -0.74 -0.831
O -3.494417 -1.528889 2.101780 4.80 1.83 -0.07 -0.831
O -3.183679 0.533206 3.307532 3.92 -1.83 -2.95 -0.845
N -0.593768 -2.031118 0.233959 0.19 2.28 0.19 -0.200
C -1.159610 -3.235215 0.858806 -0.87 -3.22 0.10 -0.258
C -2.307514 -3.949545 -0.080485 0.85 0.29 -1.56 -0.503
C -3.305253 -2.913128 -0.791873 -5.32 0.88 1.52 0.645
N -2.994160 -2.016494 -1.917446 0.37 -0.36 2.13 -0.838
O -4.524419 -2.898491 -0.366849 5.39 -0.39 -2.00 -0.546
N 0.232529 -2.272506 -0.832507 3.33 4.18 -4.28 -0.076
N 0.649866 -3.461629 -1.436437 3.91 -2.40 2.58 -0.387
C 1.816438 -3.756875 -0.825652 1.51 -2.55 4.94 0.894
O 2.692565 -4.154267 -0.016583 -5.79 2.96 -6.42 -0.383
H 1.967914 3.016141 -4.593196 0.12 -1.53 -1.16 0.215
H 0.928423 2.099512 -5.836461 1.92 -0.03 0.70 0.215
H 2.762333 2.452001 -6.185227 -1.40 -0.44 1.26 0.231
H 2.562333 0.005137 -5.619741 -0.01 1.02 1.84 0.222
H 3.495667 0.941274 -4.226685 -1.81 -0.70 -0.71 0.220
H 1.020663 1.093513 -2.943892 0.57 -1.37 -1.54 0.232
H 0.408662 -0.167871 -4.243331 1.55 1.01 0.96 0.223
H 1.814876 -1.951598 -3.390030 0.02 1.20 1.45 0.270
H 2.912295 -0.808709 -2.318138 -1.98 -0.41 -0.62 0.274
H -1.389951 1.891155 -0.030088 -0.19 -1.23 1.95 0.256
H -2.239838 2.136984 1.578042 1.16 -1.43 -0.37 0.278
H 0.613519 2.690881 0.753282 -0.82 -1.24 1.62 0.256
H 0.714829 1.288804 2.017265 -0.87 1.30 -0.60 0.204
H -0.290819 4.333998 2.387586 0.25 -1.98 0.68 0.263
H -0.958993 2.976206 3.511046 1.40 0.45 -0.89 0.237
H 1.614838 2.216062 3.853984 -0.04 2.19 -0.10 0.253
H 1.021115 3.856959 4.683938 0.78 -0.85 -1.46 0.271
H -1.696652 -2.306640 4.125299 0.38 2.01 -0.32 0.280
H -1.139922 -0.563808 4.752826 -0.61 -0.94 -1.64 0.298
H -0.218147 -1.486410 3.384947 -1.81 0.56 0.75 0.236
H -0.311195 -4.038059 0.914109 -1.31 1.68 -0.02 0.240
H -1.563076 -3.162280 1.922492 0.65 0.74 -1.73 0.277
H -1.764336 -4.530677 -0.936279 -0.79 1.09 1.51 0.243
H -2.909959 -4.740919 0.497311 0.81 1.69 -0.73 0.288
H -3.749769 -1.305307 -2.056183 0.61 -1.26 0.40 0.415
H -2.111078 -1.495313 -1.796020 -0.47 -0.66 -0.30 0.357
```
Positions in Å, forces in eV/Å.